The following is a DFT calculation (the ωB97M-V functional and the def2-TZVPD basis) of a cluster of 22 separate species, C88H110N22 in total.

Last column: Löwdin charge in e.
Atoms and positions in Å:
N  1.898  -3.104  -5.610  0.011
C  2.270  -1.844  -5.927  -0.150
C  1.833  -0.956  -4.976  -0.076
C  1.132  -1.790  -4.043  -0.114
C  1.183  -3.091  -4.442  -0.182
H  2.149  -3.928  -6.129  0.154
H  2.845  -1.744  -6.876  0.130
H  1.860  0.110  -4.956  0.077
H  0.702  -1.558  -3.079  0.080
H  0.902  -4.030  -3.969  0.110
N  1.549  -2.751  3.751  0.069
C  2.449  -2.588  2.768  -0.167
C  3.144  -1.408  2.902  -0.114
C  2.604  -0.837  4.073  -0.150
C  1.625  -1.622  4.578  -0.115
H  0.809  -3.415  3.888  0.093
H  2.644  -3.388  2.078  0.109
H  4.083  -1.158  2.405  0.089
H  3.098  0.013  4.496  0.087
H  1.083  -1.641  5.489  0.095
N  4.231  0.697  -0.943  0.040
C  5.209  1.011  -0.023  -0.142
C  5.678  -0.151  0.502  -0.111
C  5.050  -1.237  -0.238  -0.110
C  4.192  -0.667  -1.119  -0.173
H  3.864  1.338  -1.638  0.088
H  5.384  2.038  0.256  0.086
H  6.460  -0.288  1.239  0.100
H  5.144  -2.309  0.011  0.101
H  3.461  -1.200  -1.698  0.100
N  2.542  2.840  1.731  0.046
C  1.423  3.402  2.220  -0.174
C  1.684  4.712  2.497  -0.112
C  3.030  4.934  2.169  -0.120
C  3.545  3.776  1.674  -0.132
H  2.672  1.875  1.498  0.118
H  0.483  2.898  2.167  0.097
H  0.981  5.462  2.780  0.078
H  3.623  5.814  2.350  0.095
H  4.579  3.534  1.314  0.107
N  2.747  2.790  5.242  0.029
C  1.588  2.254  5.763  -0.173
C  1.850  1.643  6.911  -0.140
C  3.251  1.802  7.149  -0.108
C  3.794  2.551  6.109  -0.116
H  2.794  3.379  4.436  0.095
H  0.649  2.457  5.221  0.114
H  1.236  1.129  7.599  0.081
H  3.694  1.273  8.002  0.093
H  4.812  2.779  5.867  0.098
N  -5.483  2.726  1.602  0.031
C  -5.394  1.367  1.796  -0.136
C  -4.307  1.097  2.569  -0.114
C  -3.688  2.342  2.853  -0.117
C  -4.497  3.340  2.348  -0.136
H  -6.095  3.169  0.945  0.092
H  -6.048  0.704  1.266  0.095
H  -3.919  0.183  2.992  0.066
H  -2.788  2.535  3.440  0.087
H  -4.426  4.420  2.275  0.097
N  -6.033  -2.621  -1.991  0.005
C  -5.948  -2.754  -0.655  -0.148
C  -4.945  -1.884  -0.201  -0.107
C  -4.416  -1.224  -1.364  -0.128
C  -5.129  -1.739  -2.433  -0.160
H  -6.738  -3.030  -2.639  0.180
H  -6.504  -3.495  -0.092  0.104
H  -4.601  -1.794  0.895  0.104
H  -3.670  -0.450  -1.407  0.064
H  -5.040  -1.425  -3.467  0.095
N  -3.378  5.823  4.712  -0.002
C  -3.496  7.120  4.277  -0.134
C  -2.208  7.611  4.151  -0.105
C  -1.337  6.561  4.567  -0.115
C  -2.102  5.479  4.909  -0.150
H  -4.078  5.119  4.879  0.143
H  -4.453  7.628  4.154  0.107
H  -1.926  8.634  3.919  0.092
H  -0.274  6.629  4.625  0.077
H  -1.866  4.526  5.230  0.089
N  7.109  -0.244  -2.830  0.043
C  6.647  -0.735  -4.050  -0.163
C  7.579  -0.515  -5.020  -0.117
C  8.705  0.107  -4.368  -0.115
C  8.343  0.242  -3.068  -0.191
H  6.606  -0.251  -1.929  0.112
H  5.638  -1.163  -4.156  0.101
H  7.531  -0.916  -6.028  0.090
H  9.596  0.536  -4.868  0.101
H  8.979  0.641  -2.282  0.111
N  3.945  -3.950  -2.851  0.036
C  5.229  -4.222  -3.140  -0.155
C  5.775  -4.859  -2.054  -0.101
C  4.758  -4.947  -1.019  -0.094
C  3.626  -4.465  -1.622  -0.149
H  3.314  -3.464  -3.454  0.100
H  5.778  -3.871  -4.000  0.104
H  6.779  -5.253  -1.869  0.095
H  4.890  -5.353  -0.030  0.089
H  2.632  -4.477  -1.251  0.058
N  -0.684  2.004  -6.505  0.025
C  -0.254  0.862  -7.134  -0.149
C  0.935  1.115  -7.766  -0.102
C  1.194  2.523  -7.507  -0.111
C  0.219  3.001  -6.698  -0.154
H  -1.614  2.036  -6.098  0.122
H  -0.822  -0.076  -7.086  0.093
H  1.517  0.495  -8.409  0.079
H  2.094  3.004  -7.890  0.093
H  -0.006  4.001  -6.382  0.104
N  -0.906  -2.849  -1.074  0.044
C  -1.860  -3.620  -1.626  -0.201
C  -1.362  -4.777  -2.039  -0.103
C  0.070  -4.751  -1.677  -0.089
C  0.281  -3.506  -1.061  -0.151
H  -1.085  -1.929  -0.684  0.134
H  -2.902  -3.267  -1.604  0.113
H  -1.931  -5.591  -2.419  0.095
H  0.807  -5.511  -1.794  0.077
H  1.204  -3.102  -0.664  0.099
N  5.054  2.781  -3.643  0.037
C  3.920  2.049  -3.775  -0.160
C  2.908  2.764  -3.123  -0.143
C  3.427  3.914  -2.517  -0.107
C  4.747  3.890  -2.839  -0.132
H  6.026  2.452  -3.765  0.157
H  3.871  1.179  -4.391  0.091
H  1.836  2.532  -3.223  0.090
H  2.851  4.626  -1.939  0.103
H  5.515  4.585  -2.509  0.109
N  -3.148  2.676  -3.960  0.010
C  -4.204  2.134  -4.707  -0.101
C  -3.986  0.758  -4.698  -0.123
C  -2.827  0.498  -3.937  -0.125
C  -2.377  1.707  -3.460  -0.174
H  -3.143  3.617  -3.612  0.111
H  -5.011  2.738  -5.149  0.117
H  -4.597  0.027  -5.251  0.100
H  -2.329  -0.449  -3.822  0.090
H  -1.498  1.993  -2.891  0.094
N  -1.274  -4.723  1.613  0.036
C  -1.807  -3.751  2.412  -0.138
C  -1.479  -3.991  3.704  -0.119
C  -0.703  -5.187  3.667  -0.127
C  -0.511  -5.570  2.347  -0.113
H  -1.496  -4.588  0.645  0.100
H  -2.301  -2.921  1.964  0.098
H  -1.654  -3.442  4.600  0.078
H  -0.257  -5.663  4.477  0.075
H  0.022  -6.429  1.908  0.121
N  -3.358  -1.343  6.628  0.000
C  -3.313  -1.401  5.301  -0.152
C  -2.181  -0.712  4.909  -0.124
C  -1.482  -0.360  6.063  -0.120
C  -2.213  -0.754  7.169  -0.095
H  -4.257  -1.453  7.109  0.158
H  -4.127  -1.882  4.778  0.087
H  -1.933  -0.461  3.893  0.063
H  -0.499  0.134  5.981  0.078
H  -2.131  -0.584  8.223  0.097
N  -5.288  2.319  -1.568  0.059
C  -6.676  2.451  -1.575  -0.116
C  -6.933  3.750  -1.235  -0.132
C  -5.698  4.441  -1.050  -0.136
C  -4.718  3.570  -1.329  -0.148
H  -4.795  1.463  -1.716  0.098
H  -7.350  1.635  -1.715  0.104
H  -7.931  4.208  -1.093  0.106
H  -5.655  5.470  -0.788  0.088
H  -3.642  3.697  -1.347  0.092
N  -5.562  -4.149  4.246  0.002
C  -6.248  -3.499  5.245  -0.148
C  -6.702  -2.333  4.698  -0.145
C  -6.424  -2.290  3.311  -0.088
C  -5.694  -3.492  3.032  -0.112
H  -5.178  -5.091  4.367  0.157
H  -6.250  -3.767  6.298  0.112
H  -7.263  -1.596  5.163  0.074
H  -6.749  -1.537  2.624  0.076
H  -5.362  -3.859  2.062  0.088
N  5.625  -3.621  6.319  -0.003
C  4.961  -3.335  5.173  -0.137
C  5.615  -3.953  4.144  -0.121
C  6.758  -4.563  4.674  -0.117
C  6.727  -4.360  6.042  -0.148
H  5.397  -3.281  7.239  0.148
H  4.104  -2.646  5.237  0.104
H  5.256  -3.943  3.099  0.093
H  7.521  -5.018  4.093  0.079
H  7.401  -4.702  6.840  0.112
N  -1.601  -2.621  -6.055  0.020
C  -2.174  -3.273  -5.039  -0.154
C  -3.482  -3.544  -5.379  -0.090
C  -3.600  -3.062  -6.718  -0.116
C  -2.457  -2.415  -7.042  -0.170
H  -0.664  -2.248  -5.904  0.120
H  -1.637  -3.358  -4.112  0.073
H  -4.197  -4.081  -4.793  0.080
H  -4.525  -3.164  -7.284  0.095
H  -2.210  -1.887  -7.917  0.097
N  -1.832  5.484  -0.194  0.018
C  -2.418  6.069  -1.284  -0.133
C  -1.675  5.626  -2.413  -0.117
C  -0.716  4.684  -1.962  -0.109
C  -0.889  4.590  -0.582  -0.123
H  -2.133  5.648  0.769  0.157
H  -3.212  6.769  -1.220  0.095
H  -1.788  5.960  -3.445  0.093
H  -0.081  4.181  -2.624  0.062
H  -0.350  4.021  0.178  0.097
N  0.491  0.012  1.392  0.062
C  1.020  0.125  0.130  -0.142
C  0.057  0.621  -0.714  -0.103
C  -1.092  0.811  0.092  -0.142
C  -0.813  0.488  1.364  -0.137
H  0.994  -0.345  2.215  0.113
H  2.028  -0.184  0.015  0.074
H  0.130  0.814  -1.790  0.083
H  -2.115  1.065  -0.193  0.093
H  -1.466  0.548  2.210  0.071

Values from the calculation:
E_LUMO in eV: 0.5
Total charge: 0
Gap between HOMO and LUMO in eV: 8.35



The following is a DFT calculation (the ωB97M-V functional and the def2-TZVPD basis) of a structure of composition C4H6N2S.

Last column: natural (NBO) charge in e.
Atoms and positions in Å:
C  0.448  0.497  0.081  0.297
C  -1.162  -1.100  -0.173  -0.259
C  -1.726  0.352  -0.156  -0.173
C  -0.700  1.270  0.150  -0.253
H  3.898  0.453  -0.072  0.112
H  0.889  -1.409  1.073  0.422
H  -1.392  -1.727  -0.988  0.221
H  -1.525  -1.741  0.636  0.214
H  -2.752  1.025  -0.395  0.248
H  -0.570  2.368  -0.010  0.254
N  1.598  1.104  -0.114  -0.552
N  0.244  -0.857  0.080  -0.630
S  2.750  -0.238  -0.111  0.098

Values from the calculation:
E_LUMO in eV: 0.5
Total charge: 0
Gap between HOMO and LUMO in eV: 8.52



The following is a DFT calculation (the ωB97M-V functional and the def2-TZVPD basis) of a structure of composition C2HFHgO.

Last column: natural (NBO) charge in e.
Atoms and positions in Å:
H  -0.279  -0.301  1.645  0.243
C  -0.352  -0.001  -0.027  0.641
C  0.454  -0.732  0.768  0.076
O  -0.605  0.756  -0.903  -0.625
F  0.590  -2.027  0.540  -0.246
Hg  0.191  2.306  -2.023  0.911

Values from the calculation:
E_LUMO (spin up / spin down) in eV: -5.3 / -8.3
Total charge: +1
2S+1: 2
Expectation value of S²: 0.76
Gap between HOMO and LUMO (spin up / spin down) in eV: 9.48 / 6.80



The following is a DFT calculation (the ωB97M-V functional and the def2-TZVPD basis) of the molecule C19H17FN4O4S.

Last column: natural (NBO) charge in e.
Atoms and positions in Å:
C  -0.606  -0.829  1.439  -0.253
H  -0.883  0.155  1.816  0.212
H  -1.270  -1.109  0.613  0.176
O  0.722  -0.690  1.008  -0.509
C  1.367  -1.774  0.481  0.262
C  0.802  -3.022  0.284  -0.287
C  1.557  -4.049  -0.263  -0.214
C  2.874  -3.835  -0.616  -0.228
C  3.454  -2.591  -0.425  -0.237
C  2.713  -1.556  0.122  0.174
N  3.214  -0.271  0.357  -0.648
C  4.419  0.232  0.017  0.665
O  5.323  -0.367  -0.523  -0.606
C  4.568  1.709  0.396  -0.606
H  4.169  1.923  1.385  0.257
H  5.620  1.983  0.329  0.258
S  3.714  2.809  -0.790  0.322
C  2.136  2.791  -0.107  0.295
N  1.733  2.157  0.957  -0.366
N  0.427  2.456  1.108  -0.291
C  0.098  3.246  0.143  0.456
O  1.148  3.512  -0.671  -0.400
C  -1.256  3.797  -0.144  -0.277
N  -2.257  2.759  -0.034  -0.601
C  -2.145  1.679  -0.850  0.672
O  -1.316  1.640  -1.738  -0.610
C  -3.126  0.567  -0.658  -0.254
C  -3.896  0.325  0.476  0.480
C  -4.752  -0.757  0.566  -0.308
C  -4.858  -1.632  -0.500  -0.170
C  -4.101  -1.422  -1.642  -0.230
C  -3.246  -0.340  -1.712  -0.132
H  -2.638  -0.165  -2.587  0.248
H  -4.174  -2.104  -2.474  0.223
H  -5.526  -2.477  -0.435  0.222
H  -5.321  -0.899  1.471  0.233
F  -3.820  1.141  1.556  -0.343
H  -2.787  2.711  0.819  0.421
H  -1.500  4.600  0.553  0.234
H  -1.244  4.185  -1.168  0.240
H  2.539  0.353  0.798  0.451
H  4.481  -2.414  -0.698  0.252
H  3.460  -4.635  -1.042  0.213
H  1.103  -5.018  -0.410  0.210
H  -0.227  -3.205  0.552  0.217
H  -0.692  -1.568  2.242  0.177

Values from the calculation:
E_LUMO in eV: 0.3
Total charge: 0
SMILES: COc1ccccc1NC(=O)CSc1nnc(CNC(=O)c2ccccc2F)o1
Gap between HOMO and LUMO in eV: 8.19



Energy per entry: -125817.0357, -18056.7743, -11017.1773, -47682.3169 eV
Relative energy (zero: lowest compared OMol25 entry of this formula, charge and spin) per entry: 0.000, 4.199, 0.000, 0.000 eV